Entry 1:
C39H42MoN8 | ωB97M-V/def2-TZVPD

```
90
Properties=species:S:1:pos:R:3:forces:R:3:lowdin_spin:R:1
Mo 0.30206 -0.29637 -1.73113 -0.066 -0.046 -0.025 1.8161
C 0.92359 2.35026 4.94389 -0.012 0.009 -0.004 0.0002
C 2.00203 1.33255 4.70267 0.026 -0.022 0.012 0.0006
C 2.98585 1.08365 5.65297 -0.002 -0.001 -0.003 0.0000
C 3.98786 0.15077 5.43250 -0.001 0.002 0.008 0.0008
C 4.00404 -0.56987 4.24805 -0.001 -0.006 -0.003 0.0000
C 3.02271 -0.35620 3.29356 -0.006 0.005 0.006 0.0008
C 2.03517 0.60228 3.51076 -0.008 0.007 -0.008 0.0013
N 1.02269 0.84462 2.55003 -0.009 0.008 -0.001 0.0068
C 1.15901 0.65867 1.18811 0.018 0.005 -0.016 0.0232
N 2.37747 0.99165 0.69670 -0.034 -0.015 0.024 0.0087
C 3.09647 0.43637 -0.40848 0.015 0.043 0.054 0.0099
C 2.45653 -0.30214 -1.40764 0.070 -0.026 -0.040 0.0192
C 3.31210 -0.80452 -2.40560 -0.024 -0.010 0.020 0.0273
C 4.66978 -0.53185 -2.44645 0.045 0.014 -0.004 0.0041
C 5.24396 0.25106 -1.45269 -0.016 0.008 0.000 0.0129
C 4.47047 0.73797 -0.40908 -0.005 -0.043 -0.046 0.0016
C 5.10634 1.57486 0.67217 0.004 0.011 0.022 -0.0004
N 0.16559 0.27611 0.44816 -0.047 -0.046 -0.006 0.0335
C -1.03799 -0.09780 1.11291 0.027 0.038 0.008 0.0072
C -2.03721 0.85591 1.28778 -0.013 -0.037 0.023 0.0025
C -3.22934 0.52469 1.91775 0.031 0.038 -0.017 0.0002
C -3.42509 -0.77247 2.36602 -0.026 -0.036 0.020 0.0031
C -2.42799 -1.72253 2.18452 0.020 -0.008 0.009 0.0001
C -1.21856 -1.40996 1.57021 -0.034 0.018 -0.011 0.0045
C -0.13184 -2.42943 1.40576 0.003 -0.019 0.015 0.0022
H 1.12239 2.91142 5.85530 -0.002 0.004 -0.003 0.0000
H -0.05840 1.88076 5.05459 0.007 -0.002 -0.002 0.0000
H 0.85223 3.05196 4.11054 0.001 -0.002 0.004 0.0000
H 2.96811 1.64456 6.58010 0.000 -0.001 -0.005 0.0000
H 4.74799 -0.01606 6.18416 -0.003 0.001 -0.003 0.0001
H 4.77140 -1.31139 4.06760 -0.005 0.002 -0.002 0.0000
H 3.02034 -0.93331 2.37666 0.003 0.000 0.004 0.0001
H 0.07105 0.84854 2.88440 0.008 -0.003 0.002 0.0002
H 2.96698 1.41392 1.39490 0.002 0.010 -0.015 0.0003
H 2.87574 -1.40988 -3.19161 -0.005 -0.004 0.001 0.0085
H 5.28341 -0.92378 -3.24920 -0.005 -0.001 0.004 -0.0002
H 6.30499 0.47460 -1.47208 0.000 -0.005 -0.001 0.0009
H 6.16816 1.70705 0.47016 0.001 0.000 0.001 0.0000
H 5.02122 1.11194 1.66118 0.003 0.006 -0.008 -0.0001
H 4.65989 2.57303 0.73661 0.002 -0.002 -0.002 -0.0001
H -1.86356 1.86142 0.92330 0.003 0.008 -0.009 0.0002
H -3.99569 1.27764 2.05534 0.001 -0.002 0.001 -0.0001
H -4.34958 -1.04647 2.85938 0.003 -0.002 -0.004 0.0002
H -2.58188 -2.73592 2.53713 -0.005 0.005 -0.002 -0.0001
H -0.48012 -3.41862 1.70049 0.000 0.003 0.005 0.0001
H 0.73266 -2.17580 2.02647 0.005 -0.003 -0.015 0.0001
H 0.20501 -2.46116 0.36582 -0.001 0.010 0.011 0.0016
N 3.47000 4.29181 -2.97358 0.005 0.013 -0.025 -0.0008
C 2.25501 3.89479 -2.48139 -0.010 -0.038 0.018 0.0019
C 1.91046 2.52929 -2.46196 -0.082 0.017 0.032 0.0261
N 0.74664 2.12445 -1.99216 0.055 0.029 -0.054 0.0297
C -0.11146 3.06625 -1.56485 0.029 -0.010 -0.011 0.0101
C 0.23251 4.39779 -1.60724 0.003 -0.003 0.012 -0.0014
N 1.41581 4.82688 -2.05296 -0.013 0.000 0.011 0.0101
H 4.20715 3.60850 -3.00759 0.004 -0.005 0.010 -0.0001
H 3.74210 5.23542 -2.75553 0.004 -0.003 0.000 0.0000
H 2.60252 1.77051 -2.80652 0.008 0.000 -0.020 0.0036
H -1.06701 2.72957 -1.18805 -0.006 -0.012 -0.003 0.0004
H -0.45969 5.15540 -1.25870 0.006 0.007 -0.006 -0.0003
C 0.22274 -2.01872 -2.14694 -0.078 0.082 0.055 -0.1112
C 0.25949 -3.45601 -2.28715 0.014 0.104 -0.028 -0.0146
C 1.38831 -4.18072 -1.87754 0.005 -0.033 0.009 -0.0174
C 1.42423 -5.56140 -1.98822 0.001 0.006 0.000 0.0012
C 0.33680 -6.25732 -2.50241 0.002 -0.010 0.000 -0.0165
C -0.78866 -5.55136 -2.91076 0.002 0.012 0.002 0.0012
C -0.82748 -4.17026 -2.80987 0.009 -0.038 -0.003 -0.0174
H 2.23406 -3.63845 -1.47066 -0.002 0.011 -0.005 -0.0007
H 2.30809 -6.10045 -1.66784 -0.003 -0.003 -0.002 0.0005
H 0.36733 -7.33616 -2.58668 -0.003 0.001 0.000 -0.0012
H -1.64149 -6.08260 -3.31701 0.004 -0.005 0.001 0.0005
H -1.70145 -3.62121 -3.13927 0.001 0.006 0.000 -0.0008
N -1.84422 0.28830 -1.92625 0.103 -0.129 0.037 0.0364
C -2.99356 0.33805 -1.85418 -0.025 0.172 -0.041 0.0436
N -4.30496 0.41969 -1.71410 -0.009 -0.083 0.021 0.0111
C -4.95763 -0.70990 -1.02635 0.000 0.015 -0.011 0.0020
C -6.28577 -0.24446 -0.45589 0.014 0.010 -0.005 0.0007
C -7.15506 0.38384 -1.54305 -0.003 0.000 -0.001 0.0001
C -6.41277 1.52097 -2.24209 0.007 -0.007 0.007 0.0003
C -5.08175 1.04031 -2.79725 0.009 -0.019 0.012 0.0036
H -4.28389 -1.05725 -0.24481 -0.005 -0.005 0.003 0.0002
H -5.11198 -1.52834 -1.74060 -0.003 0.002 -0.003 0.0001
H -6.09173 0.48545 0.33551 -0.003 -0.007 -0.008 0.0001
H -6.79219 -1.09640 0.00085 -0.002 0.000 0.001 0.0001
H -8.09000 0.75027 -1.11676 0.002 0.000 -0.002 0.0000
H -7.42116 -0.38118 -2.28053 0.002 0.002 0.002 0.0000
H -6.22718 2.33249 -1.53325 -0.002 -0.001 0.002 0.0001
H -7.01058 1.92901 -3.05870 -0.001 -0.001 0.000 0.0001
H -4.49581 1.86261 -3.20453 -0.004 0.007 -0.004 0.0003
H -5.24379 0.30773 -3.59787 -0.004 0.002 -0.002 0.0003
```
Forces are in eV/Å.

Its spin multiplicity is 3. The max |F| is 0.2 eV/Å. The HOMO-LUMO gap (alpha / beta) comes out at 5.69 / 6.47 eV. The value obtained for the HOMO energy (alpha / beta) is -5.23 / -6.03 eV. As for the charge: 0. As for the total energy: -2017.5411 hartree. The energy above the lowest of the compared OMol25 structures with the same formula, charge and spin is 0.000 eV.

=====

Entry 2:
C39H42N2O2P | ωB97M-V/def2-TZVPD

```
86
Properties=species:S:1:pos:R:3:forces:R:3:lowdin_charge:R:1
C 3.48898 -5.39491 1.08339 0.139 0.310 -0.074 -0.0636
N 3.41769 -4.86994 2.43908 0.035 -0.145 0.067 -0.2106
C 4.21733 -5.59379 3.41205 -0.052 0.035 -0.013 -0.0507
C 2.86489 -3.63143 2.69061 -0.457 0.160 -0.212 -0.2190
C 2.11867 -3.36828 3.88138 0.100 -0.404 -0.528 -0.0031
C 1.21944 -2.32195 3.90228 -0.156 1.003 -0.139 -0.0333
C 1.25711 -1.30516 2.90734 1.173 -1.411 -0.648 -0.2503
C 0.48528 -0.08868 2.92746 0.819 1.846 0.748 0.1080
C 1.07035 1.16500 3.19223 -0.631 -1.253 -0.417 -0.1886
C 0.28643 2.35932 3.23637 -0.030 0.904 -0.468 0.0241
C 0.89405 3.58765 3.26059 -1.077 -0.602 -0.345 -0.0018
C 2.31054 3.73509 3.27074 0.067 1.135 -1.039 -0.1750
N 2.85031 4.92783 2.88018 -0.603 -1.125 0.632 -0.1514
C 4.13717 5.43362 3.32789 0.605 -0.116 0.013 -0.0299
C 2.10273 5.86364 2.05046 -0.345 0.384 0.126 -0.0223
C 3.08194 2.56730 3.51841 0.010 -0.826 0.029 0.0261
C 2.48408 1.33286 3.39127 0.617 0.539 0.212 0.0317
C 2.15349 -1.48552 1.82451 -0.546 0.827 0.456 -0.0416
C 2.87706 -2.64263 1.67557 0.174 -0.822 0.219 -0.0130
H 2.54258 -5.23295 0.54609 0.268 0.036 0.205 0.1000
H 4.30821 -4.95296 0.49265 -0.119 -0.190 0.061 0.0891
H 3.66118 -6.47416 1.16386 -0.039 0.258 -0.136 0.0876
H 3.92393 -5.29827 4.42840 0.218 -0.253 -0.287 0.0805
H 4.04256 -6.66998 3.24989 0.116 0.363 0.383 0.0909
H 5.29921 -5.39297 3.26666 -0.423 -0.078 0.169 0.0991
H 2.16308 -4.07641 4.71440 -0.209 0.224 -0.395 0.1139
H 0.48684 -2.22051 4.70837 0.427 -0.087 -0.081 0.1256
H -0.56777 -0.13309 2.67751 -0.326 0.091 0.473 0.1220
H -0.80412 2.30647 3.16278 0.383 -0.055 0.091 0.1376
H 0.27088 4.47255 3.16522 0.099 -0.294 0.320 0.1128
H 4.37583 5.07317 4.33575 -0.097 0.054 -0.272 0.1029
H 4.97220 5.18318 2.65291 -0.336 0.021 0.118 0.1057
H 4.04280 6.52729 3.35695 0.207 -0.349 0.118 0.0944
H 1.05776 5.55381 1.95503 0.445 0.311 -0.094 0.0784
H 2.16951 6.84938 2.53291 -0.290 -0.189 -0.337 0.1018
H 2.52412 5.93502 1.03338 0.055 -0.132 0.425 0.1140
H 4.15564 2.64920 3.64141 -0.075 -0.080 -0.075 0.1195
H 3.10965 0.44614 3.36056 -0.046 0.117 0.234 0.1261
H 2.23150 -0.67763 1.08994 -0.034 -0.396 0.099 0.1297
H 3.46388 -2.82357 0.77296 -0.182 0.166 0.318 0.1140
C -2.85760 4.15768 -1.68383 0.064 0.377 0.098 -0.0824
C -3.53606 2.81071 -1.62789 0.044 0.908 -0.436 -0.2563
O -2.93283 1.98243 -0.61111 -0.704 -0.103 -0.469 -0.0208
C -3.59740 0.79296 -0.61657 -0.556 -0.892 -0.409 -0.5887
C -3.16677 -0.21047 0.33025 -1.065 0.705 -1.074 -0.1696
P -4.18335 -1.59695 0.21905 0.304 0.142 -0.538 1.0321
C -5.98922 -1.39398 0.30232 -0.555 0.553 0.095 -0.2886
C -6.83040 -1.83581 -0.73329 0.092 -0.319 0.211 -0.0626
C -8.21748 -1.81339 -0.58723 0.095 0.338 0.239 -0.0628
C -8.78163 -1.22545 0.55069 0.170 0.018 -0.014 -0.0731
C -7.95734 -0.67946 1.54413 0.117 -0.041 -0.253 -0.0742
C -6.56635 -0.75976 1.41559 -0.154 -0.302 -0.107 -0.0898
C -3.99347 -2.61326 -1.28161 0.104 -0.408 -0.408 -0.3015
C -4.52491 -3.91321 -1.26130 0.088 0.044 -0.307 -0.0983
C -4.43755 -4.72987 -2.39065 0.118 0.180 0.122 -0.0736
C -3.77881 -4.26726 -3.53788 -0.022 0.020 0.187 -0.0786
C -3.24897 -2.97380 -3.57031 -0.153 -0.125 0.248 -0.0673
C -3.37814 -2.14313 -2.44857 0.002 -0.145 0.089 -0.0565
C -3.67451 -2.69577 1.55669 -0.092 -0.086 0.380 -0.2949
C -4.58176 -3.23904 2.47831 0.450 -0.117 -0.101 -0.0645
C -4.10173 -4.03081 3.52491 0.138 0.028 -0.017 -0.0691
C -2.73323 -4.28936 3.64484 -0.054 0.142 -0.153 -0.0735
C -1.83506 -3.76944 2.70429 -0.225 0.110 -0.027 -0.0798
C -2.30074 -2.96000 1.66793 -0.144 -0.215 0.274 -0.0840
O -4.52111 0.61883 -1.45056 1.148 -0.475 1.525 -0.0259
H -3.18022 4.67110 -2.59761 0.071 -0.101 0.138 0.0800
H -3.15539 4.79892 -0.84744 0.159 -0.136 -0.005 0.0722
H -1.76738 4.08549 -1.70899 -0.074 -0.068 -0.001 0.0715
H -4.60461 2.96169 -1.41283 0.370 -0.239 -0.043 0.1287
H -3.46859 2.32281 -2.61061 0.028 0.002 0.425 0.1251
H -2.33504 -0.06623 1.00230 -0.198 -0.181 0.082 0.0350
H -6.40355 -2.23449 -1.65218 -0.118 0.073 0.297 0.1084
H -8.85050 -2.24190 -1.37035 0.228 0.286 0.288 0.1118
H -9.86795 -1.16496 0.64654 0.350 -0.069 0.034 0.1075
H -8.39615 -0.18950 2.41828 0.161 -0.190 -0.345 0.1075
H -5.92060 -0.34593 2.19004 -0.140 -0.079 -0.120 0.1128
H -5.04464 -4.27055 -0.37007 0.182 0.009 -0.215 0.1134
H -4.88234 -5.72750 -2.36278 0.211 0.312 -0.068 0.1079
H -3.67784 -4.92833 -4.40275 -0.066 0.281 0.262 0.1070
H -2.74261 -2.61631 -4.47248 -0.228 -0.075 0.387 0.1084
H -3.02260 -1.11666 -2.47306 0.024 -0.195 -0.021 0.1011
H -5.65160 -3.05523 2.37489 0.313 -0.011 0.053 0.1049
H -4.80497 -4.44069 4.25106 0.227 0.085 -0.192 0.1098
H -2.35744 -4.89136 4.47448 -0.160 0.119 -0.274 0.1071
H -0.77011 -3.98663 2.77446 -0.231 0.025 0.038 0.0920
H -1.60326 -2.53710 0.94081 -0.201 -0.160 0.174 0.1109
```
Forces are in eV/Å.

The max |F| is 2.2 eV/Å. The HOMO-LUMO gap comes out at 4.86 eV. The value obtained for the HOMO energy is -9.52 eV. As for the charge: +1. As for the total energy: -2112.3708 hartree.